3 unconnected molecules or ions with the total composition C2H8N2O4, computed with ωB97M-V with the def2-TZVPD basis set.

Calculated values
Energy relative to the best compared isomer or geometry (same formula, charge and spin) (kJ/mol): 189.33
Frontier orbital gap (Eh): 0.39034
Spin multiplicity: 1
DFT total energy (a.u.): -491.47719

Positions of all 16 atoms, in Å:
1 O -1.18155 -0.76087 1.71901
2 C -0.48368 -1.24954 0.87355
3 N 0.00552 -0.49479 -0.15066
4 C -0.46103 0.79300 -0.44617
5 N -1.45747 1.56628 0.12073
6 O 0.09460 1.25066 -1.49415
7 H -0.31957 -2.31281 0.79688
8 H 0.58000 -0.76210 -1.02814
9 H -2.12497 1.16091 0.69059
10 H -1.78010 2.27799 -0.53435
11 H 0.01741 -2.88944 -0.90441
12 H 1.44513 -3.26314 -1.04576
13 O 0.59381 -3.61616 -0.59519
14 H 1.61266 2.14306 0.72966
15 H 2.43304 2.34737 -0.54357
16 O 2.23918 2.69350 0.30587